a:
Molecular formula: CH5NO2S
Method: DFT, ωB97M-V/def2-TZVPD

Values from the calculation:
frontier orbital gap	10.4	eV

Structure (XYZ):
```
10
CH5NO2S ωB97M-V/def2-TZVPD
C 1.111 -0.117 -0.262
N -0.936 -1.117 0.256
O -0.378 1.312 1.238
O 0.052 0.940 -1.327
S 0.096 -0.090 1.210
H 1.293 -1.089 -0.684
H 1.970 0.588 -0.008
H -1.257 -0.836 -0.652
H -1.739 -1.277 0.899
H -0.211 1.686 -0.670
```

---

b:
Molecular formula: CH5NO2S
Method: DFT, ωB97M-V/def2-TZVPD

Values from the calculation:
frontier orbital gap	10.1	eV

Structure (XYZ):
```
10
CH5NO2S ωB97M-V/def2-TZVPD
C -0.908 0.408 -0.411
N 0.204 -0.337 0.444
O -2.133 0.216 0.094
O 2.599 0.473 0.751
S 1.770 -0.078 -0.283
H -2.380 -0.683 0.124
H -0.739 1.469 -0.571
H -0.790 -0.107 -1.417
H 0.244 0.132 1.334
H 2.132 -1.492 -0.066
```

---

It comes down to b, which is 0.0287 hartree more stable than the next structure.

---

a:
Molecular formula: HIP2S
Method: DFT, ωB97M-V/def2-TZVPD

Values from the calculation:
frontier orbital gap (spin up / spin down)	6.7 / 6.8	eV

Structure (XYZ):
```
5
HIP2S ωB97M-V/def2-TZVPD
P 1.501 0.212 0.674
P -0.567 -0.774 -1.118
S -0.630 -0.091 0.898
I -1.837 0.779 -2.474
H 1.533 -0.125 2.021
```

---

b:
Molecular formula: HIP2S
Method: DFT, ωB97M-V/def2-TZVPD

Values from the calculation:
SMILES	S=P#[PH]I
frontier orbital gap	6.9	eV

Structure (XYZ):
```
5
HIP2S ωB97M-V/def2-TZVPD
P -0.030 1.246 -0.198
P 0.169 -0.891 -0.271
S 0.975 1.793 -1.772
I 0.031 -1.126 2.507
H -1.145 -1.023 -0.267
```

---

It comes down to b, which is 0.0139 hartree more stable than the next structure.

---

a:
Molecular formula: C3H5NOS2
Method: DFT, ωB97M-V/def2-TZVPD

Values from the calculation:
SMILES	COC(=S)NC=S
frontier orbital gap	7.5	eV

Structure (XYZ):
```
12
C3H5NOS2 ωB97M-V/def2-TZVPD
C 1.899 -0.358 -0.235
C -0.052 0.929 -0.044
C -2.120 -0.431 0.224
H 1.441 -0.897 -1.021
H 2.788 0.109 -0.542
H 2.011 -0.793 0.804
H -0.301 -0.822 0.835
H -2.261 -1.437 0.582
N -0.752 -0.258 -0.133
O 1.247 0.921 -0.192
S -0.643 2.513 0.010
S -3.257 0.526 -0.288
```

---

b:
Molecular formula: C3H5NOS2
Method: DFT, ωB97M-V/def2-TZVPD

Values from the calculation:
frontier orbital gap	7.5	eV

Structure (XYZ):
```
12
C3H5NOS2 ωB97M-V/def2-TZVPD
C -2.642 0.915 0.117
C 0.805 -0.854 -0.343
C 2.092 -0.267 0.017
H -3.547 0.213 -0.394
H -2.076 1.854 -0.414
H -2.978 1.171 1.410
H 0.580 -1.962 -1.022
H 3.953 -0.760 0.174
N -0.060 0.048 0.299
O 3.145 -1.219 0.325
S -1.672 -0.516 -0.059
S 2.399 1.376 -0.111
```

---

It comes down to a, which is 0.0745 hartree more stable than the next structure.